No. 1
C10H14 | ωB97M-V/def2-TZVPD

Positions of all 24 atoms, in Å:
C: -1.2481 -1.2481 -1.9986
C: -0.6614 -0.4974 -1.0188
C: 0.6138 0.2014 -1.1260
C: 1.7295 0.2456 -2.2138
C: 0.9306 0.4904 0.2030
C: 2.1464 1.3297 0.5982
C: -0.1953 0.0160 1.0867
C: -0.3198 0.4207 2.5102
C: -1.1658 -0.5336 0.3204
C: -2.5721 -0.9748 0.7224
H: -0.6817 -1.2559 -2.9996
H: -2.1417 -1.7855 -1.7990
H: 2.4027 1.1082 -2.1011
H: 2.2537 -0.6444 -2.1880
H: 1.3126 0.4805 -3.2671
H: 2.5106 0.8400 1.5275
H: 1.7761 2.4086 0.7167
H: 2.9309 1.2562 -0.1268
H: -1.3500 0.4951 2.7468
H: 0.2770 1.3110 2.7879
H: 0.1228 -0.3346 3.1736
H: -3.2909 -0.3128 0.3393
H: -2.7745 -1.9954 0.3427
H: -2.6052 -1.0209 1.7638

Values from the calculation:
HOMO-LUMO gap = 8.1 eV
HOMO energy = -7.7 eV
SMILES = C=C1C(C)=C(C)C(C)=C1C
Spin multiplicity = 1
Total charge = 0
E_LUMO = 0.3 eV



No. 2
C10H14B2EuF4N6 | ωB97M-V/def2-TZVPD

Positions of all 37 atoms, in Å:
H: 1.2369 -3.1012 -0.7240
N: 1.5096 -1.0387 -1.1313
B: 2.4674 1.2056 -1.9537
N: 2.4767 -0.3402 -1.8717
C: 3.3174 -1.2103 -2.4502
Eu: -0.5933 -0.3963 0.1528
H: 4.1168 -0.8257 -3.0755
C: 2.9401 -2.5003 -2.0830
H: 3.4100 -3.4149 -2.3800
C: 1.8173 -2.3462 -1.2449
H: 3.3318 1.6259 -2.6489
C: -1.5444 1.6642 1.3738
H: -2.3579 1.1770 1.9326
H: -1.8934 2.2467 0.5035
H: -0.8690 2.2469 2.0095
N: 2.6292 1.7471 -0.5068
N: 1.0612 1.6185 -2.4325
N: 1.7169 1.3227 0.4533
N: -0.0968 1.1300 -1.8118
C: 3.5313 2.5554 0.0648
C: 0.7292 2.4072 -3.4651
H: 4.3189 2.9692 -0.5312
H: 1.5230 2.8355 -4.0729
C: 3.2211 2.6753 1.4227
C: -0.6593 2.4910 -3.5259
C: 2.0730 1.8822 1.6096
C: -1.1393 1.6953 -2.4592
H: 3.7349 3.2368 2.1621
H: -1.2419 3.0451 -4.2329
H: 1.5214 1.7191 2.5157
H: -2.1591 1.5001 -2.1399
H: 0.6136 -0.2403 1.9603
F: -1.8453 -2.4383 0.3111
B: -2.6394 -2.2295 1.6130
F: -1.7679 -1.4328 2.4222
F: -3.7369 -1.4491 1.2444
F: -2.9006 -3.4622 2.1400

Values from the calculation:
HOMO-LUMO gap (alpha / beta) = 6.7 / 5.7 eV
HOMO energy (alpha / beta) = -9.0 / -8.4 eV
Spin multiplicity = 8
Total charge = 0
E_LUMO (alpha / beta) = -2.3 / -2.7 eV



No. 3
C10H14BClN6O4Pb | ωB97M-V/def2-TZVPD

Positions of all 37 atoms, in Å:
H: 2.6833 -0.3810 -1.2934
N: 0.5970 -0.5955 -1.6024
B: -1.6918 -1.2312 -2.3821
N: -0.1464 -1.3288 -2.4977
C: 0.6704 -2.0340 -3.3102
Pb: -0.1382 1.7621 -0.0278
H: 0.2531 -2.6650 -4.0771
C: 1.9879 -1.7274 -2.9535
H: 2.8924 -2.0952 -3.3940
C: 1.8856 -0.8316 -1.8694
H: -2.2295 -1.8221 -3.2696
C: -1.2895 1.8227 1.7731
H: -0.5962 1.9670 2.6233
H: -1.8284 0.8707 1.9104
H: -1.9969 2.6635 1.7179
N: -2.0736 0.2885 -2.4108
N: -2.0957 -1.7683 -0.9934
N: -1.6832 1.2991 -1.5126
N: -1.6847 -1.0652 0.1225
C: -2.8313 0.8271 -3.3780
C: -2.8235 -2.8445 -0.6328
H: -3.2152 0.1876 -4.1644
H: -3.2310 -3.5082 -1.3820
C: -2.9905 2.1835 -3.1391
C: -2.9381 -2.8316 0.7524
C: -2.2887 2.4446 -1.9530
C: -2.2123 -1.6993 1.1778
H: -3.5651 2.8690 -3.7333
H: -3.4661 -3.5314 1.3708
H: -2.1622 3.3772 -1.4286
H: -2.0660 -1.3425 2.1867
H: 1.0305 2.1126 -1.4132
O: 3.6651 0.2535 2.0934
Cl: 2.2527 0.5256 2.1869
O: 1.6551 -0.2055 3.2828
O: 1.9793 1.9639 2.3321
O: 1.5761 0.0670 0.9020

Values from the calculation:
HOMO-LUMO gap (alpha / beta) = 4.2 / 4.1 eV
HOMO energy (alpha / beta) = -15.3 / -15.3 eV
Spin multiplicity = 1
Total charge = +2
E_LUMO (alpha / beta) = -11.1 / -11.1 eV